1.
ORCA calculation (ωB97M-V/def2-TZVPD) on a 10-piece molecular cluster, C22H52N6O18 overall at a distorted geometry.

Geometry (Å):
C  3.64870  4.59218  -0.01738
C  3.03470  3.41033  0.70395
O  2.68270  3.50881  1.90901
N  3.15674  2.03116  0.03877
H  2.60689  1.55375  0.73865
H  2.60062  1.88484  -0.79155
C  4.63490  1.53564  0.08246
H  3.32934  4.50121  -1.05557
H  4.73256  4.62158  -0.12910
H  3.34774  5.48154  0.53630
H  4.61615  0.48082  -0.19158
H  5.04021  1.62619  1.09024
H  5.22296  2.22953  -0.51822
C  -0.07848  -3.64736  -5.90466
C  0.10543  -3.94511  -4.44793
O  -0.78231  -4.51212  -3.79963
N  1.40997  -3.48981  -3.79069
H  1.50275  -4.26270  -3.14716
H  2.13871  -3.35181  -4.47625
C  1.24859  -2.17438  -2.97262
H  -0.19635  -4.57105  -6.47123
H  0.73400  -3.07060  -6.34663
H  -0.97315  -3.04120  -6.04689
H  2.19876  -1.93970  -2.49283
H  0.49815  -2.49019  -2.24790
H  0.95033  -1.35757  -3.62985
C  -2.21066  -0.02458  -2.64998
C  -3.51718  0.31494  -3.27400
O  -3.65292  1.01875  -4.30297
N  -4.77187  -0.13007  -2.53943
H  -4.49687  -0.59772  -1.68751
H  -5.33899  0.64362  -2.22339
C  -5.65978  -0.90356  -3.51974
H  -2.02383  -1.08134  -2.84095
H  -2.17812  0.08860  -1.56636
H  -1.33596  0.49121  -3.04617
H  -5.79439  -0.25002  -4.38164
H  -6.63131  -1.14504  -3.08856
H  -5.13107  -1.78543  -3.88151
C  2.29648  -2.85308  2.24181
C  2.98185  -3.07025  0.91914
O  2.77890  -2.38440  -0.06730
N  3.88424  -4.31612  0.82527
H  3.86398  -4.75807  1.73321
H  3.44568  -4.88861  0.11815
C  5.26069  -3.96021  0.28700
H  2.96787  -2.80956  3.09938
H  1.56810  -3.66358  2.26731
H  1.66190  -1.98037  2.39606
H  5.82300  -3.15781  0.76456
H  5.29925  -3.73635  -0.77907
H  5.80506  -4.90015  0.37795
C  -3.71132  6.19183  1.14602
C  -3.76577  4.75383  0.55948
O  -4.42114  4.44447  -0.40624
N  -2.87837  3.68241  1.18773
H  -2.15165  4.17893  1.68316
H  -3.35748  3.20727  1.93926
C  -2.21048  2.69079  0.18370
H  -3.86167  6.22444  2.22511
H  -4.44340  6.83082  0.65219
H  -2.81979  6.66461  0.73402
H  -1.42659  2.15018  0.71412
H  -1.80427  3.34172  -0.59050
H  -2.98423  1.94278  0.01081
C  -1.93031  0.14390  5.14123
C  -1.13382  1.24428  4.40886
O  -1.66389  2.33467  4.14882
N  0.28597  0.97685  4.01145
H  0.65581  0.18099  4.51136
H  0.24129  0.65097  3.05651
C  1.05946  2.29054  4.19454
H  -1.38238  -0.19161  6.02175
H  -2.06787  -0.69186  4.45517
H  -2.88473  0.50787  5.52164
H  2.09759  1.96081  4.15364
H  0.91168  2.67506  5.20370
H  0.78124  2.93403  3.35991
O  -0.52094  -3.33379  3.93629
C  0.29102  -2.91877  4.89669
O  0.74537  -1.76686  4.88626
O  0.42000  -3.66439  5.93517
H  -0.28902  -2.66674  3.28602
O  -0.03888  -0.65183  -0.58154
C  -0.00225  -0.29250  0.72880
O  -0.81281  -0.87053  1.43836
O  0.70792  0.63298  1.12014
H  0.72834  -0.21717  -0.96107
O  -3.06996  -2.68594  1.07578
C  -4.16627  -2.18287  0.54814
O  -4.17339  -0.98037  0.11250
O  -5.18865  -2.80569  0.36771
H  -2.34465  -2.06722  1.18849
O  1.70206  1.46246  -4.44525
C  2.10227  1.78539  -3.26040
O  2.74333  2.82538  -3.10150
O  1.85464  1.02832  -2.29143
H  1.87377  2.28507  -4.90938

The value obtained for the highest occupied orbital energy is -10.40 eV. Its energy above the lowest of the compared OMol25 structures with the same formula, charge and spin is 8.6082 eV. As for the net charge: +2. The multiplicity is 1.

***

2.
ORCA calculation (ωB97M-V/def2-TZVPD) on C22H53ClP2V as an isolated structure at a distorted geometry.

Geometry (Å):
V  -1.24743  0.74331  -0.29464
P  -0.43397  2.20030  1.20469
C  0.42285  3.63150  0.37202
C  -2.09121  2.81157  1.80708
C  0.59842  1.98383  2.70561
C  0.45023  3.52366  -1.16124
H  1.44944  3.50157  0.75256
C  -0.08516  5.00594  0.83187
H  -1.08909  5.21342  0.44928
H  0.58230  5.78375  0.43444
H  -0.10619  5.12134  1.92048
H  1.15697  2.75446  -1.51232
H  0.77074  4.49122  -1.57835
H  -0.54158  3.29394  -1.58980
H  1.60838  1.91924  2.26208
C  0.29826  0.70060  3.47566
C  0.51027  3.23484  3.58918
H  1.01175  4.09670  3.13330
H  1.01787  3.02033  4.53757
H  -0.53035  3.50015  3.82989
H  0.08010  -0.15444  2.81829
H  -0.54122  0.82972  4.17527
H  1.18440  0.45246  4.08060
C  -2.97734  3.25592  0.62532
H  -1.84388  3.68838  2.41617
C  -2.79733  1.77743  2.70192
H  -2.52033  4.03989  -0.00356
H  -3.92920  3.63337  1.04774
H  -3.23441  2.41897  -0.04912
H  -2.81165  0.77773  2.23313
H  -3.85293  2.07395  2.82218
H  -2.34613  1.68281  3.69893
Cl  -3.08026  0.26040  -1.48492
H  0.39401  0.31842  -0.39056
H  1.00960  -0.80784  0.65059
P  0.86349  -2.08540  -1.37195
C  2.53330  -2.73365  -0.80089
C  -0.22755  -3.59005  -1.57109
C  1.12734  -1.36203  -2.99498
C  2.76458  -2.58248  0.72237
H  3.20769  -2.03568  -1.33889
C  2.83508  -4.16966  -1.28059
H  2.23136  -4.90536  -0.72392
H  3.89447  -4.36362  -1.04818
H  2.66955  -4.32083  -2.36017
H  2.84093  -1.52028  1.01775
H  3.71337  -3.10224  0.95256
H  1.96488  -3.07756  1.31418
H  1.82934  -0.55931  -2.72238
C  -0.12620  -0.73876  -3.62344
C  1.84618  -2.37342  -3.90381
H  2.84347  -2.63310  -3.51747
H  1.97259  -1.89952  -4.88201
H  1.26862  -3.29841  -4.06043
H  -1.02016  -0.74723  -2.97721
H  -0.34964  -1.26044  -4.56175
H  0.07980  0.31206  -3.84930
C  -0.42301  -4.26630  -0.22379
H  0.36980  -4.25255  -2.21274
C  -1.55222  -3.27708  -2.26847
H  0.48974  -4.73100  0.17522
H  -1.16245  -5.07046  -0.33819
H  -0.80522  -3.54568  0.51086
H  -2.09325  -2.43586  -1.80983
H  -2.20045  -4.15793  -2.19250
H  -1.41855  -3.06516  -3.33784
C  -2.88101  -2.93269  2.58705
C  -1.61846  -2.21110  3.02830
C  -0.54301  -3.15494  3.57739
C  0.27809  -0.81864  -0.16703
H  -2.65585  -3.78296  1.92952
H  -3.56825  -2.24763  2.06936
H  -3.42548  -3.30032  3.46112
H  -1.89309  -1.44208  3.76841
H  -0.34700  -4.02717  2.92627
H  0.40153  -2.61701  3.74512
H  -0.86024  -3.53519  4.55622
H  -1.21684  -1.65829  2.16403
H  -0.63958  -1.24173  0.31844

The value obtained for the highest occupied orbital energy (spin up / spin down) is -5.01 / -3.47 eV. As for the expectation value of S²: 0.991. Its energy above the lowest of the compared OMol25 structures with the same formula, charge and spin is 0.0000 eV. The multiplicity is 2.

***

3.
ORCA calculation (ωB97M-V/def2-TZVPD) on a 6-piece molecular cluster, C22H54Cl2O10 overall at a distorted geometry.

Geometry (Å):
C  2.85210  4.21541  -2.78381
O  3.12882  2.78882  -2.87791
C  3.10366  2.32923  -4.27947
C  4.54693  2.10414  -4.92691
O  5.21064  3.34408  -5.26277
C  4.62331  4.13394  -6.16214
H  1.93132  4.41077  -3.33343
H  3.67629  4.80078  -3.19144
H  2.65407  4.56181  -1.76947
H  2.48134  2.86613  -4.99540
H  2.65516  1.36556  -4.03806
H  4.58845  1.32626  -5.68933
H  5.20353  1.72413  -4.14425
H  5.24848  4.99897  -6.38344
H  3.67581  4.53356  -5.80069
H  4.38455  3.56638  -7.06156
C  -3.52499  0.00463  7.79740
O  -2.56701  1.00009  7.46088
C  -1.46521  0.57575  6.65893
C  -0.28527  1.60159  6.72860
O  -0.62672  3.02636  6.36616
C  -1.39551  3.38631  5.21095
H  -4.23988  -0.16886  6.99308
H  -4.28080  0.37755  8.48861
H  -3.21005  -1.01712  8.00939
H  -1.70348  0.34345  5.62097
H  -1.25573  -0.40861  7.07758
H  0.52194  1.12387  6.17335
H  0.10316  1.63011  7.74664
H  -1.23226  4.41545  4.89107
H  -2.40665  2.98861  5.29772
H  -1.04713  2.76916  4.38278
C  -2.02181  -1.44128  0.98295
O  -1.98341  -0.22259  1.62045
C  -0.75399  0.51274  1.40888
C  -0.48909  1.17327  0.04650
O  -0.37580  0.23423  -0.93480
C  -0.07652  0.72646  -2.17677
H  -1.51835  -2.22859  1.54399
H  -1.52176  -1.38029  0.01634
H  -3.08371  -1.68645  0.96446
H  0.10387  -0.12601  1.61904
H  -0.67335  1.34765  2.10496
H  0.41142  1.78037  0.13931
H  -1.36310  1.79621  -0.14365
H  0.37416  -0.07131  -2.76715
H  0.65840  1.52282  -2.29424
H  -1.05849  0.95445  -2.59132
C  4.42235  1.08056  2.72817
O  3.86036  0.02428  2.05228
C  3.44982  0.28594  0.70679
C  4.48957  -0.09981  -0.40209
O  5.74617  0.58855  -0.28406
C  5.77784  2.03352  -0.31068
H  3.79170  1.94831  2.53480
H  5.45387  1.31947  2.46935
H  4.37120  0.77832  3.77418
H  3.07542  1.29480  0.53321
H  2.60576  -0.36336  0.47425
H  4.20486  -0.00888  -1.45031
H  4.73853  -1.15955  -0.34676
H  5.41777  2.30752  -1.30234
H  6.81306  2.34071  -0.16218
H  5.24763  2.61650  0.44238
C  -1.13051  -3.58247  -1.55747
O  -2.52569  -3.90054  -1.69831
C  -2.95856  -5.19061  -1.46069
C  -4.48341  -5.19717  -1.37202
O  -4.79282  -6.50908  -1.38638
C  -6.12451  -6.89136  -0.92793
H  -0.84410  -3.71161  -0.51373
H  -0.93393  -2.53301  -1.77677
H  -0.43345  -4.17811  -2.14690
H  -2.77025  -5.64638  -0.48862
H  -2.52838  -5.82983  -2.23169
H  -5.01223  -4.64528  -2.14911
H  -4.76790  -4.72135  -0.43353
H  -6.25141  -7.93751  -0.64940
H  -6.82122  -6.76154  -1.75609
H  -6.52211  -6.38785  -0.04675
Cl  -2.93925  -0.16959  -4.43700
C  -3.55674  -0.55770  -2.79207
C  -4.57717  -1.71465  -2.67054
Cl  -6.20315  -1.42969  -3.39209
H  -3.81942  0.34883  -2.24683
H  -2.67193  -0.96660  -2.30421
H  -4.62753  -1.89753  -1.59718
H  -4.14792  -2.58629  -3.16461

The value obtained for the highest occupied orbital energy (spin up / spin down) is -11.55 / -11.54 eV. As for the expectation value of S²: 0.755. As for the net charge: +1. The multiplicity is 2.

***

Computed M, in the same sequence as the records: 688.7; 466.0; 549.6 u.